The following is a quantum chemistry calculation of 2 unconnected molecules or ions with the total composition C25H45N3O5P at a distorted geometry, from OMol25.

Values from the calculation:
- M (g mol⁻¹) = 498.62
- maximum force (eV/A) = 5.513
- frontier orbital gap (eV) = 5.91
- HOMO level (Ha) = -0.3854

```
! RIJCOSX wB97M-V def2-TZVPD def2/J DEFGRID3
* xyz 1 1
C 4.393 1.870 -3.804
C 3.519 1.266 -5.006
C 1.962 1.560 -4.745
O 1.401 0.342 -4.138
C -0.023 0.612 -4.016
C -0.458 0.066 -2.526
C 0.027 1.225 -1.520
C 0.824 0.741 -0.222
O 0.807 -0.678 0.041
C 1.853 -1.015 0.983
C 1.779 -0.594 2.484
C 2.872 -0.962 3.541
C 2.756 -0.509 5.082
C 4.122 -1.793 3.110
C 4.247 -2.196 1.599
C 3.134 -1.812 0.561
C 3.404 -2.285 -0.949
C 3.930 -1.004 -1.813
C 2.100 -2.945 -1.629
C -1.171 2.179 -1.015
N -2.239 2.409 -2.033
C -2.703 1.093 -2.495
N -4.014 1.020 -2.917
N -1.923 -0.104 -2.603
P -2.652 -1.570 -1.962
C -1.408 -2.861 -1.346
C -3.544 -1.014 -0.344
C -2.563 -0.844 0.911
H 4.529 2.991 -3.993
H 3.923 1.751 -2.769
H 5.430 1.371 -3.859
H 3.773 1.753 -6.023
H 3.651 0.125 -5.072
H 1.864 2.466 -4.053
H 1.365 1.782 -5.705
H -0.294 1.719 -4.072
H -0.620 -0.028 -4.770
H 0.178 -0.870 -2.399
H 0.746 1.929 -2.092
H 0.353 1.262 0.702
H 1.905 1.118 -0.274
H 0.895 0.016 2.863
H 3.048 0.593 5.233
H 3.510 -1.123 5.694
H 1.686 -0.728 5.437
H 4.930 -2.113 3.853
H 5.177 -2.798 1.309
H 4.246 -3.073 -0.986
H 4.728 -1.288 -2.581
H 4.325 -0.212 -1.085
H 3.024 -0.517 -2.343
H 2.394 -3.965 -2.060
H 1.306 -3.094 -0.815
H 1.715 -2.290 -2.492
H -1.625 1.876 -0.014
H -0.675 3.209 -0.832
H -1.871 2.980 -2.823
H -4.144 1.081 -3.943
H -4.822 0.953 -2.293
H -0.663 -3.026 -2.214
H -0.867 -2.596 -0.382
H -1.998 -3.850 -1.247
H -4.235 -0.123 -0.509
H -4.239 -1.908 -0.096
H -2.113 -1.853 1.252
H -3.200 -0.489 1.809
H -1.676 -0.153 0.726
C -2.910 1.860 4.422
O -3.983 0.960 4.690
C -4.674 1.245 5.809
O -4.457 2.163 6.560
O -5.647 0.329 5.941
C -6.467 0.509 7.096
H -2.424 1.535 3.500
H -3.285 2.875 4.276
H -2.173 1.833 5.228
H -6.984 1.470 7.055
H -5.872 0.428 8.008
H -7.215 -0.285 7.100
*
```